No. 1
Computed, not measured: a cluster of 13 separate species, C30H84O28S8 in total in a non-equilibrium geometry, with ωB97M-V/def2-TZVPD.

As for the molar mass: 1149.5 g/mol. The total energy comes out at -176477.6682 eV. The frontier orbital gap comes out at 10.443 eV. The lowest unoccupied orbital energy is 0.30 eV.

Positions of all 150 atoms, in Å:
O  -2.450  -4.524  -4.504
S  -2.327  -3.545  -3.468
O  -3.479  -2.988  -2.844
O  -1.545  -4.154  -2.212
C  -0.285  -4.878  -2.602
C  0.176  -5.776  -1.443
C  -1.208  -2.291  -4.152
H  0.466  -4.114  -2.863
H  -0.492  -5.477  -3.463
H  0.064  -5.341  -0.445
H  1.205  -5.999  -1.660
H  -0.454  -6.700  -1.386
H  -0.986  -1.699  -3.309
H  -1.796  -1.748  -4.958
H  -0.325  -2.744  -4.482
O  2.487  4.716  -2.221
S  2.875  3.934  -3.323
O  3.799  2.862  -3.160
O  1.597  3.437  -4.222
C  0.815  2.262  -3.864
C  -0.285  2.120  -4.832
C  3.367  5.179  -4.488
H  0.606  2.375  -2.817
H  1.500  1.431  -3.944
H  0.139  2.225  -5.879
H  -1.130  2.797  -4.646
H  -0.681  1.109  -4.771
H  4.199  5.653  -4.015
H  2.497  5.785  -4.580
H  3.640  4.789  -5.427
O  4.922  7.204  -0.985
S  4.370  7.210  0.309
O  3.285  8.097  0.640
O  3.849  5.768  0.759
C  4.474  4.496  0.314
C  3.461  3.371  0.653
C  5.750  7.625  1.427
H  5.315  4.272  0.941
H  4.712  4.521  -0.734
H  2.589  3.473  0.017
H  3.209  3.446  1.687
H  3.887  2.337  0.630
H  5.884  8.652  1.199
H  6.679  7.050  1.327
H  5.405  7.555  2.436
O  3.442  -4.468  -2.468
S  3.683  -3.391  -1.527
O  5.008  -2.879  -1.474
O  2.653  -2.319  -1.916
C  3.229  -0.959  -2.239
C  3.611  -0.968  -3.688
C  3.015  -3.907  -0.004
H  3.917  -0.715  -1.449
H  2.319  -0.350  -2.178
H  4.606  -1.208  -3.924
H  3.321  -0.014  -4.119
H  3.033  -1.754  -4.162
H  3.221  -3.015  0.668
H  3.614  -4.797  0.311
H  1.962  -4.091  -0.305
O  5.290  0.478  3.087
S  4.127  -0.211  2.595
O  4.056  -0.591  1.192
O  3.960  -1.484  3.503
C  3.944  -1.422  4.950
C  2.496  -1.827  5.381
C  2.705  0.667  2.958
H  4.303  -0.472  5.282
H  4.640  -2.221  5.243
H  1.736  -1.072  5.122
H  2.543  -2.021  6.434
H  2.319  -2.763  4.876
H  1.910  0.022  3.015
H  2.513  1.360  2.190
H  2.805  1.123  3.966
O  0.208  -0.243  -2.176
S  -0.538  0.196  -1.042
O  -1.277  1.431  -1.063
O  -1.467  -0.992  -0.643
C  -2.288  -0.754  0.534
C  -3.657  -1.299  0.170
C  0.678  0.529  0.293
H  -2.376  0.301  0.823
H  -1.780  -1.284  1.335
H  -3.675  -2.261  -0.320
H  -4.247  -0.521  -0.411
H  -4.233  -1.350  1.105
H  1.481  -0.233  0.248
H  0.140  0.519  1.241
H  1.014  1.538  0.133
O  -3.023  -4.900  2.676
S  -2.695  -6.054  1.814
O  -1.305  -6.369  1.583
O  -3.458  -7.348  2.321
C  -2.983  -7.802  3.625
C  -3.755  -9.101  4.006
C  -3.400  -5.916  0.270
H  -3.108  -6.928  4.316
H  -1.909  -7.890  3.545
H  -3.438  -9.517  4.952
H  -3.622  -9.761  3.185
H  -4.813  -8.831  4.158
H  -4.428  -5.560  0.426
H  -3.378  -6.891  -0.218
H  -2.844  -5.160  -0.221
C  -4.256  2.748  2.507
O  -3.660  1.929  1.437
H  -5.342  2.796  2.434
H  -3.976  2.349  3.529
H  -3.870  3.745  2.387
H  -4.013  2.199  0.555
C  -1.178  0.631  3.535
O  -0.291  -0.476  3.370
H  -1.867  0.337  4.389
H  -0.617  1.518  3.972
H  -1.654  0.932  2.555
H  -0.802  -1.262  3.500
C  -4.809  -0.948  -5.337
O  -3.769  -0.579  -4.375
H  -5.418  -1.834  -4.908
H  -5.410  -0.109  -5.535
H  -4.296  -1.257  -6.233
H  -3.832  -1.222  -3.676
C  -4.677  1.798  -2.312
O  -3.829  2.592  -1.414
H  -5.602  2.331  -2.483
H  -4.223  1.703  -3.287
H  -4.839  0.879  -1.893
H  -2.950  2.292  -1.607
C  -3.503  -2.396  4.197
O  -2.126  -2.724  4.195
H  -4.148  -3.260  4.521
H  -3.639  -1.529  4.982
H  -3.825  -2.031  3.279
H  -1.934  -3.520  3.593
C  -0.599  4.898  -0.451
C  0.396  6.022  0.026
C  0.675  5.608  1.527
S  -0.561  4.398  2.046
O  -1.157  4.658  3.348
O  0.111  3.154  1.809
C  -1.623  4.606  0.656
H  -0.182  3.939  -0.750
H  -1.204  5.281  -1.344
H  -0.220  6.936  -0.097
H  1.299  6.122  -0.483
H  0.657  6.450  2.207
H  1.621  5.063  1.648
H  -2.224  5.499  0.834
H  -2.225  3.679  0.526

***

No. 2
Computed, not measured: a cluster of 9 separate species, C33H54N2O25S in total in a non-equilibrium geometry, with ωB97M-V/def2-TZVPD.

As for the molar mass: 910.9 g/mol. The total energy comes out at -100093.1303 eV. The frontier orbital gap comes out at 9.386 eV. The lowest unoccupied orbital energy is -0.99 eV.

Positions of all 115 atoms, in Å:
C  4.415  2.947  -4.202
O  4.646  3.302  -2.860
C  3.611  3.153  -2.027
O  2.473  2.968  -2.369
O  4.055  3.310  -0.788
C  3.070  3.648  0.191
H  4.070  1.925  -4.353
H  5.333  3.079  -4.773
H  3.696  3.601  -4.708
H  2.169  3.058  0.031
H  2.931  4.724  0.240
H  3.438  3.316  1.162
C  3.537  -1.081  -3.664
O  3.012  -1.849  -2.603
C  3.571  -1.804  -1.401
O  4.699  -1.450  -1.174
O  2.700  -2.251  -0.516
C  2.994  -2.035  0.860
H  4.533  -1.412  -3.973
H  3.702  -0.048  -3.345
H  2.822  -1.153  -4.474
H  3.273  -0.996  1.015
H  3.848  -2.656  1.137
H  2.153  -2.305  1.490
C  0.023  -7.313  5.473
O  0.400  -6.104  4.822
C  -0.579  -5.357  4.343
O  -1.756  -5.630  4.381
O  -0.044  -4.270  3.807
C  -0.910  -3.369  3.154
H  -0.444  -7.978  4.749
H  -0.668  -7.094  6.289
H  0.913  -7.753  5.909
H  -1.142  -2.489  3.752
H  -1.839  -3.837  2.832
H  -0.393  -3.011  2.262
C  3.423  0.272  3.820
O  4.767  0.606  4.161
C  4.993  0.745  5.468
O  4.164  0.800  6.327
O  6.315  0.888  5.623
C  6.802  0.776  6.949
H  3.452  -0.049  2.788
H  2.697  1.040  4.066
H  3.130  -0.622  4.383
H  6.739  1.687  7.543
H  7.811  0.389  6.850
H  6.236  0.041  7.532
C  0.316  0.854  -4.813
O  0.805  1.536  -5.959
C  0.056  1.471  -7.049
O  -0.984  0.872  -7.156
O  0.671  2.150  -8.019
C  -0.044  2.318  -9.228
H  -0.452  1.454  -4.323
H  1.169  0.767  -4.147
H  -0.084  -0.137  -5.021
H  0.063  3.351  -9.560
H  -1.100  2.078  -9.155
H  0.417  1.702  -10.003
C  -1.427  -4.454  -2.952
O  -1.452  -5.788  -2.460
C  -1.372  -6.726  -3.402
O  -1.467  -6.552  -4.593
O  -1.208  -7.895  -2.812
C  -1.254  -9.058  -3.640
H  -2.239  -4.282  -3.657
H  -0.443  -4.238  -3.362
H  -1.626  -3.748  -2.147
H  -2.180  -9.050  -4.213
H  -1.290  -9.887  -2.940
H  -0.375  -9.119  -4.275
C  -2.239  5.515  2.483
C  -1.156  5.245  3.297
C  -1.161  4.162  4.169
C  -2.296  3.379  4.275
C  -3.398  3.676  3.478
C  -3.403  4.752  2.618
N  -2.334  2.175  5.105
O  -3.317  1.475  5.038
O  -1.362  1.969  5.806
H  -2.286  6.404  1.867
H  -0.249  5.830  3.223
H  -0.249  3.914  4.693
H  -4.303  3.109  3.666
H  -4.276  5.083  2.071
C  -7.175  2.650  1.028
C  -6.105  1.774  1.198
C  -5.128  1.754  0.230
C  -5.197  2.612  -0.853
C  -6.224  3.519  -0.993
C  -7.206  3.558  -0.024
N  -4.133  2.547  -1.856
O  -3.342  1.624  -1.797
O  -4.090  3.445  -2.673
H  -7.948  2.703  1.786
H  -6.089  1.175  2.098
H  -4.308  1.048  0.295
H  -6.194  4.226  -1.809
H  -8.099  4.152  -0.163
O  -1.322  0.059  2.365
S  -0.404  0.902  1.669
O  0.690  1.479  2.366
O  0.132  0.132  0.410
C  -0.788  -0.621  -0.432
C  -0.099  -0.716  -1.789
C  -1.272  2.183  0.843
H  -1.761  -0.134  -0.501
H  -0.922  -1.594  0.035
H  0.405  -1.682  -1.779
H  0.613  0.058  -2.057
H  -0.868  -0.704  -2.566
H  -1.830  2.769  1.567
H  -2.005  1.705  0.188
H  -0.643  2.718  0.135

***

lowest unoccupied orbital energy of number 1 (C30H84O28S8)?
0.30 eV

***

Among the records above, which one has the lowest lowest unoccupied orbital energy?
C33H54N2O25S